No. 1
Density functional theory data (the ωB97M-V functional and the def2-TZVPD basis) for 3 unconnected molecules or ions with the total composition C5H8O at a distorted geometry.

Last column: Mulliken charge in e.
Geometry (Å):
O 2.62684 -0.62564 -1.08610  -0.16
C 2.59556 0.42098 -0.64484  0.14
C 0.07174 -0.55990 1.24689  -0.49
C -0.44609 -1.45751 0.14305  -0.38
C -1.28962 -0.22111 -0.30500  -0.43
C -0.64903 0.49745 0.86324  -0.39
H 0.86244 2.48261 -0.82674  -0.28
H 0.77624 -0.73069 2.05669  0.38
H 0.30084 -1.79324 -0.58530  0.16
H -1.03427 -2.32297 0.46761  0.27
H -1.04115 0.17184 -1.29768  0.21
H -2.37476 -0.35900 -0.24223  0.25
H 0.35343 2.98590 -1.03030  0.28
H -0.75217 1.51129 1.24071  0.41

Atomic forces in eV per Å
-0.02 1.25 0.51
0.09 -1.27 -0.53
-0.02 0.09 0.07
0.04 -0.18 -0.06
-0.11 0.05 -0.14
0.06 -0.01 0.12
-0.07 0.09 -0.02
-0.11 0.04 -0.11
-0.13 0.04 0.11
0.08 0.13 -0.03
-0.03 -0.06 0.14
0.16 0.03 -0.01
0.04 -0.03 0.00
0.03 -0.17 -0.05

Output
Energy relative to the best compared isomer or geometry (same formula, charge and spin) = 285.9 kJ/mol
E_LUMO = 0.0443 Ha
Highest occupied orbital energy = -9.47 eV

---

No. 2
Density functional theory data (the ωB97M-V functional and the def2-TZVPD basis) for C5H9N in the gas phase at a distorted geometry.

Last column: Mulliken charge in e.
Geometry (Å):
C -0.64970 0.72834 2.72769  -0.68
C -0.80914 0.17711 1.53416  -0.16
C -1.06315 0.64755 0.12212  -0.37
C 0.26815 0.36419 -0.53155  -0.48
C 0.42272 -0.58310 -1.55378  -0.01
N 1.62153 -1.16023 -2.01576  -0.52
H -0.19438 0.22675 3.51450  0.27
H -1.03766 1.72495 2.95442  0.25
H -0.55868 -0.95056 1.57275  0.16
H -1.92502 0.10834 -0.32490  0.27
H -1.39760 1.64799 -0.17739  0.33
H 1.19992 0.83154 -0.13752  0.25
H -0.47190 -1.14924 -2.00301  0.22
H 1.48421 -1.56633 -3.03186  0.24
H 2.53708 -0.75631 -2.04855  0.24

Atomic forces in eV per Å
-1.42 2.04 -1.33
0.31 -2.29 0.58
-0.46 -0.08 -0.58
0.95 -2.34 -3.17
-0.80 1.00 1.90
-1.14 -1.73 -3.72
0.39 -1.11 1.31
0.54 0.04 -0.20
-0.17 1.79 -0.61
0.85 -0.56 0.11
0.39 0.49 1.31
-0.98 -0.29 -0.15
1.29 1.14 0.93
0.26 0.98 2.88
0.00 0.92 0.74

Output
Energy relative to the best compared isomer or geometry (same formula, charge and spin) = 231.1 kJ/mol
E_LUMO = 0.0404 Ha
Highest occupied orbital energy = -7.88 eV

---

No. 3
Density functional theory data (the ωB97M-V functional and the def2-TZVPD basis) for a gas-phase ion, C5H12N3 (charge +1) at a distorted geometry.

Last column: Mulliken charge in e.
Geometry (Å):
C -2.28012 -0.86510 0.97817  -1.24
C -1.41093 0.38840 1.14379  -0.16
C 0.05002 0.21095 1.67919  -0.92
C 1.02324 -0.35337 0.66807  -0.31
N 1.33795 0.55809 -0.36589  -0.15
N 0.35387 1.08982 -1.53248  -0.30
C 1.49193 0.42675 -1.81638  0.57
N 2.22499 -0.02552 -2.80351  -0.31
H -3.11479 -0.68010 0.37678  0.40
H -1.70903 -1.86231 0.66420  0.22
H -2.75258 -1.27438 1.86586  0.36
H -1.55668 0.83624 0.16339  0.20
H -2.13575 0.99598 1.73017  0.30
H 0.47908 1.12060 1.84755  0.41
H 0.00917 -0.37483 2.48254  0.45
H 0.67911 -1.25787 0.11677  0.34
H 1.99589 -0.44280 1.00611  0.33
H 0.24166 2.06126 -1.55934  0.26
H 1.94168 -0.10329 -3.77507  0.29
H 3.13129 -0.44856 -2.86993  0.27

Atomic forces in eV per Å
2.37 -3.54 0.91
-1.67 -0.42 -0.13
-2.00 0.67 -4.57
-2.98 -2.42 -2.19
1.47 3.55 -6.27
0.95 -3.97 0.24
-0.60 0.43 3.72
-0.78 0.10 -0.45
-0.94 0.23 -1.48
-1.00 2.21 -0.12
0.21 0.49 0.79
1.08 0.41 -0.17
1.40 0.22 0.40
0.77 2.73 1.33
0.15 -2.26 3.44
0.08 -0.10 1.17
1.89 -0.91 1.53
0.19 1.89 -0.09
-1.22 1.08 0.09
0.63 -0.39 1.88

Output
Net charge = +1
Energy relative to the best compared isomer or geometry (same formula, charge and spin) = 550.3 kJ/mol
E_LUMO = -0.1626 Ha
Highest occupied orbital energy = -14.06 eV

---

No. 4
Density functional theory data (the ωB97M-V functional and the def2-TZVPD basis) for a molecular structure, C14H12AuN6O8 at a distorted geometry.

Last column: Mulliken charge in e.
Geometry (Å):
Au 0.16631 -0.15374 -0.01479  1.13
O 0.14381 -1.06510 3.81857  -0.58
C -0.28582 -1.08754 2.70031  0.68
O 0.09263 -0.05460 1.88830  -0.52
C -1.28258 -2.08589 2.21532  -0.11
C -1.78913 -2.92372 3.20474  -0.84
C -2.73750 -3.86633 2.88799  -0.48
C -3.20882 -4.01496 1.60005  -0.11
C -2.71629 -3.19293 0.61049  -0.38
C -1.73643 -2.20877 0.88462  0.96
O -1.27786 -1.50297 -0.12757  -0.49
N -3.27208 -3.41018 -0.74438  0.99
O -4.00118 -4.36580 -0.89171  -0.63
O -2.97362 -2.63300 -1.63238  -0.59
N -3.27256 -4.73951 3.94748  1.08
O -4.11579 -5.54880 3.62591  -0.61
O -2.83156 -4.58308 5.06573  -0.61
H -1.43144 -2.82056 4.21943  0.65
H -3.95139 -4.76171 1.36249  0.67
N 1.71256 -0.18724 -3.77684  -0.14
C 0.41306 -0.35787 -4.21230  -0.67
C -0.37688 -0.33491 -3.10646  -0.20
N 0.43835 -0.14751 -2.01940  0.03
C 1.68854 -0.06140 -2.44445  0.89
C 2.70055 0.10471 -1.41357  0.26
N 2.27063 0.11388 -0.16092  -0.30
C 3.36123 0.24113 0.65790  -0.57
C 4.47015 0.30930 -0.12788  -0.55
N 4.03580 0.22216 -1.43379  -0.16
H 2.52307 -0.15585 -4.37354  0.18
H 0.17168 -0.48213 -5.25254  0.41
H -1.44079 -0.46632 -3.01318  0.38
H 3.27247 0.26930 1.73021  0.54
H 5.51162 0.40602 0.12145  0.41
H 4.63236 0.24560 -2.24470  0.19
C -2.97028 1.11782 -0.14939  -0.46
O -1.62634 1.60022 0.04389  -0.47
H -3.67284 1.94826 -0.10469  0.31
H -3.22757 0.36600 0.59698  0.23
H -3.01026 0.66510 -1.13602  0.16
H -1.57224 1.98032 0.92895  0.32

Atomic forces in eV per Å
1.19 -1.10 -0.01
-0.15 -0.28 0.01
0.19 0.81 -0.21
0.04 -0.40 0.63
-0.06 -0.17 0.08
0.06 0.05 -0.07
-0.07 -0.06 0.00
0.01 0.01 0.04
-0.18 -0.08 0.04
0.18 0.18 -0.11
-0.63 0.24 -0.24
0.13 0.02 -0.06
0.03 0.04 0.04
-0.05 0.03 0.05
-0.01 -0.01 0.06
0.04 0.03 -0.01
-0.01 -0.01 -0.04
0.01 0.00 0.00
0.00 -0.01 0.01
-0.09 0.05 -0.03
0.05 0.03 0.00
0.09 -0.07 0.04
-0.25 -0.20 -0.29
0.14 0.06 0.16
-0.06 -0.07 -0.16
-0.28 0.73 -0.04
-0.08 0.02 0.05
-0.01 -0.03 -0.06
0.00 -0.01 0.12
0.01 0.00 -0.01
0.01 0.00 0.00
0.00 -0.03 0.04
-0.03 0.02 0.00
-0.01 0.00 -0.01
0.00 -0.02 -0.01
0.09 0.11 0.02
-0.24 0.10 0.02
-0.03 -0.01 0.00
-0.03 0.00 -0.01
-0.01 -0.02 0.01
0.02 0.05 -0.03

Output
Net charge = +1
Energy relative to the best compared isomer or geometry (same formula, charge and spin) = 50.8 kJ/mol
E_LUMO = -0.1819 Ha
Highest occupied orbital energy = -12.01 eV

---

Question: Look up the highest occupied orbital energy of the third one.
Answer: -14.06 eV

---

Repeat the first record exactly.
Density functional theory data (the ωB97M-V functional and the def2-TZVPD basis) for 3 unconnected molecules or ions with the total composition C5H8O at a distorted geometry.

Last column: Mulliken charge in e.
Geometry (Å):
O 2.62684 -0.62564 -1.08610  -0.16
C 2.59556 0.42098 -0.64484  0.14
C 0.07174 -0.55990 1.24689  -0.49
C -0.44609 -1.45751 0.14305  -0.38
C -1.28962 -0.22111 -0.30500  -0.43
C -0.64903 0.49745 0.86324  -0.39
H 0.86244 2.48261 -0.82674  -0.28
H 0.77624 -0.73069 2.05669  0.38
H 0.30084 -1.79324 -0.58530  0.16
H -1.03427 -2.32297 0.46761  0.27
H -1.04115 0.17184 -1.29768  0.21
H -2.37476 -0.35900 -0.24223  0.25
H 0.35343 2.98590 -1.03030  0.28
H -0.75217 1.51129 1.24071  0.41

Atomic forces in eV per Å
-0.02 1.25 0.51
0.09 -1.27 -0.53
-0.02 0.09 0.07
0.04 -0.18 -0.06
-0.11 0.05 -0.14
0.06 -0.01 0.12
-0.07 0.09 -0.02
-0.11 0.04 -0.11
-0.13 0.04 0.11
0.08 0.13 -0.03
-0.03 -0.06 0.14
0.16 0.03 -0.01
0.04 -0.03 0.00
0.03 -0.17 -0.05

Output
Energy relative to the best compared isomer or geometry (same formula, charge and spin) = 285.9 kJ/mol
E_LUMO = 0.0443 Ha
Highest occupied orbital energy = -9.47 eV